Entry 1:
10
Properties=species:S:1:pos:R:3:mulliken_charge:R:1 method="wB97M-V/def2-TZVPD" e_homo_ev=-10.6 de_lowest_kj_mol=455.3 total_charge=0
C 0.0463 2.4293 -2.7103 0.032
C 0.8299 0.8285 -1.3198 -0.417
C 0.8029 0.0224 -0.2654 0.595
C -0.3559 -0.1834 0.6312 -1.009
N -0.5398 3.1029 -3.4103 -0.297
Br 2.4029 -1.0424 -0.1764 -0.106
H 1.8279 1.0481 -1.8242 0.274
H -0.6299 -1.2554 0.8964 0.298
H -1.2122 0.2484 0.1680 0.345
H -0.4502 0.3404 1.6169 0.284

Entry 2:
127
Properties=species:S:1:pos:R:3:mulliken_charge:R:1 method="wB97M-V/def2-TZVPD" e_homo_ev=-7.0 de_lowest_kj_mol=2710.2 total_charge=0
O 2.5296 2.2028 -2.0810 -0.661
V 1.1111 1.6211 -2.5355 1.400
O 0.0366 2.8195 -2.5006 -0.826
N 0.8125 0.0877 -0.2907 0.932
O 0.8694 0.4353 0.8484 -1.118
O 0.8870 0.9527 -1.1585 0.344
O 0.6747 -1.0538 -0.6801 -1.311
C 3.3650 -0.0794 0.8044 -1.209
C 3.9265 -1.1415 -0.1569 1.838
C 5.4275 -1.4883 0.1135 -1.072
C 5.5852 -2.2408 1.4544 -0.483
C 5.0198 -3.6431 1.2109 -1.301
C 3.5138 -3.5091 0.7583 1.652
N 3.1982 -2.4125 -0.1864 0.088
O 1.8135 -2.3747 -0.6031 -0.133
C 3.1910 -4.8744 0.0947 -1.804
C 2.6024 -3.4226 2.0414 -1.454
C 3.9740 -0.5547 -1.6016 -1.511
H 3.8614 0.1560 1.7458 0.945
H 2.2894 -0.1281 0.9737 -0.513
H 3.4906 0.8798 0.3021 -0.404
H 5.7709 -2.0859 -0.7309 0.452
H 6.0633 -0.6036 0.1457 0.404
H 4.9473 -1.7572 2.1942 0.254
H 6.5889 -2.1797 1.8751 0.399
H 4.9770 -4.2125 2.1394 0.432
H 5.5436 -4.2577 0.4787 0.389
H 3.6605 -5.0300 -0.8766 0.422
H 3.4222 -5.7042 0.7626 0.440
H 2.1078 -4.9815 0.0372 0.214
H 2.9243 -3.8954 2.9693 0.370
H 2.4477 -2.3540 2.1905 0.349
H 1.6043 -3.7976 1.8147 0.281
H 4.6314 0.3141 -1.6355 0.305
H 2.9954 -0.1684 -1.8865 -0.399
H 4.3663 -1.3339 -2.2550 0.686
H 1.5026 -2.0571 0.2478 0.143
C -3.9762 -1.3276 -1.1968 -0.364
C -2.8072 -2.1473 -0.6300 0.781
C -3.3329 -2.9699 0.6168 -1.166
C -4.1903 -4.1920 0.2220 -0.753
C -3.3774 -5.1042 -0.6522 -1.219
C -2.8524 -4.3794 -1.9437 1.542
N -2.2352 -3.0771 -1.6608 1.325
O -1.6527 -2.4599 -2.7327 -0.477
C -1.7493 -5.2327 -2.5094 -1.760
C -3.9661 -4.4894 -2.9719 -1.638
C -1.6112 -1.2494 -0.1587 -0.375
H -4.3127 -0.5450 -0.5168 -1.598
H -4.7249 -2.0842 -1.4318 0.924
H -3.8316 -0.7581 -2.1149 -0.168
H -2.5300 -3.3072 1.2722 0.451
H -3.9555 -2.3604 1.2718 0.277
H -5.0688 -3.8538 -0.3276 0.297
H -4.5934 -4.7624 1.0587 0.477
H -4.0192 -5.9689 -0.8211 0.479
H -2.5132 -5.4309 -0.0738 0.342
H -1.4745 -4.9689 -3.5306 0.345
H -0.9098 -5.2016 -1.8148 0.227
H -1.8712 -6.3156 -2.5331 0.392
H -4.7370 -5.2260 -2.7457 0.273
H -4.4986 -3.5626 -3.1854 0.359
H -3.5184 -4.6616 -3.9506 0.439
H -0.6587 -1.7387 0.0447 0.709
H -1.7842 -0.6668 0.7461 0.189
H -1.3500 -0.5291 -0.9340 -1.219
H -2.3881 -2.2166 -3.2998 0.326
C -4.7286 1.6732 0.5610 -1.865
C -3.4513 2.5599 0.3661 2.074
C -2.2364 1.8442 1.0177 -0.781
C -1.8669 0.5565 0.1929 1.023
C -1.5234 0.9971 -1.2343 0.012
C -2.6181 1.7308 -1.9727 1.527
N -3.1819 2.8813 -1.0542 0.091
O -4.1456 3.6219 -1.6529 -0.504
C -1.9803 2.3948 -3.2379 -1.840
C -3.8160 0.7896 -2.5171 -1.499
C -3.5893 3.9262 1.1993 -1.868
H -4.9308 1.4062 1.5983 0.450
H -4.8644 0.6467 0.2205 0.348
H -5.6240 2.2135 0.2538 0.543
H -1.4067 2.5256 1.2060 -2.532
H -2.5158 1.4991 2.0131 1.359
H -2.6575 -0.1775 0.3493 -0.189
H -1.0136 0.1385 0.7270 -0.102
H -1.2409 0.1273 -1.8273 0.745
H -0.6544 1.6549 -1.2278 -0.195
H -1.1509 3.0251 -2.9171 0.187
H -1.6730 1.7280 -4.0435 0.300
H -2.6304 3.0922 -3.7662 0.466
H -4.0856 0.0507 -1.7624 0.286
H -4.6828 1.3616 -2.8478 0.325
H -3.4616 0.3256 -3.4376 0.485
H -2.6848 4.5343 1.2119 0.475
H -3.7692 3.6884 2.2477 0.355
H -4.4358 4.5434 0.8984 0.404
H -4.8336 2.9525 -1.6463 0.474
C 1.0444 1.8581 2.9145 -1.483
C 0.9126 3.4082 2.4609 2.104
C 1.8391 4.1507 3.5260 -1.135
C 3.3524 4.1584 3.1020 -0.702
C 3.5390 4.5539 1.6264 -1.371
C 2.6873 3.7398 0.5505 2.441
N 1.3050 3.5479 1.0586 -0.714
O 0.5967 2.7427 0.1787 0.441
C 2.5922 4.4748 -0.7551 -1.884
C 3.5286 2.4118 0.4213 -1.787
C -0.5026 3.9445 2.6525 -1.463
H 0.5121 1.2035 2.2243 0.190
H 0.5904 1.5611 3.8599 0.502
H 2.1231 1.7082 2.8690 0.182
H 1.3927 5.0871 3.8606 0.448
H 1.9418 3.5377 4.4213 0.286
H 3.7988 3.1940 3.3443 0.313
H 4.0224 4.7939 3.6812 0.514
H 4.6080 4.4891 1.4236 0.361
H 3.4149 5.6312 1.5160 0.486
H 1.9663 3.8517 -1.3940 0.251
H 1.9862 5.3790 -0.6990 0.437
H 3.5936 4.6937 -1.1255 0.331
H 4.4824 2.4389 -0.1056 0.263
H 3.8204 2.0459 1.4057 0.727
H 3.0673 1.5243 -0.0120 0.190
H -0.5727 5.0292 2.5721 0.647
H -1.0160 3.6761 3.5758 0.274
H -1.1552 3.6338 1.8366 0.588
H 0.7407 1.8789 0.5720 0.044

Entry 3:
102
Properties=species:S:1:pos:R:3:mulliken_charge:R:1 method="wB97M-V/def2-TZVPD" e_homo_ev=-1.3 de_lowest_kj_mol=39.2 total_charge=-2
Y -1.4041 -0.4331 -0.9224 -1.730
C 3.4999 0.9293 -0.3944 -1.469
C 3.1760 1.0753 -1.8780 0.278
C 3.1198 2.5577 -2.2467 -1.454
P 1.5971 0.1742 -2.3247 2.546
C 1.6982 0.0704 -4.1849 0.633
C 3.0776 0.0717 -4.8472 -1.678
C 0.8403 1.2000 -4.7680 -1.071
C 2.0311 -1.5008 -1.7166 -1.260
C 2.6790 -2.4772 -2.4725 -0.652
C 2.9039 -3.7601 -2.0003 0.639
C 3.5511 -4.8077 -2.8654 -1.795
C 2.4482 -4.0636 -0.7194 -1.360
C 1.7865 -3.1215 0.0409 0.114
C 1.5558 -1.8199 -0.4308 0.263
N 0.8134 -0.8761 0.3002 1.650
C 1.2174 -0.6367 1.5852 -1.053
C 2.4320 -1.1341 2.1380 -0.310
C 2.8432 -0.8409 3.4217 -1.391
C 2.1039 -0.0186 4.2663 0.727
C 2.5543 0.3144 5.6644 -1.611
C 0.9375 0.5075 3.7302 -0.308
C 0.4757 0.2212 2.4492 -0.794
P -1.0083 1.0358 1.7806 2.313
C -2.3612 0.7921 3.0371 0.511
C -2.3971 1.6511 4.3016 -1.877
C -2.4515 -0.6851 3.4079 -0.824
C -0.5620 2.8217 2.0141 0.415
C -1.6973 3.7272 1.5393 -1.479
C 0.7465 3.1534 1.3029 -1.603
H 4.4152 1.4822 -0.1583 0.654
H 3.6518 -0.1111 -0.1129 0.167
H 2.6967 1.3223 0.2275 -0.011
H 3.9761 0.5929 -2.4502 0.670
H 2.3068 3.0603 -1.7182 0.055
H 2.9751 2.7251 -3.3135 0.283
H 4.0537 3.0469 -1.9519 0.536
H 1.1848 -0.8723 -4.4047 0.313
H 3.6569 0.9590 -4.5861 0.246
H 2.9483 0.0844 -5.9336 0.507
H 3.6879 -0.7981 -4.6017 0.250
H 1.2889 2.1812 -4.5846 0.131
H -0.1705 1.1943 -4.3609 -0.205
H 0.7473 1.0697 -5.8498 0.556
H 2.9824 -2.2446 -3.4853 -0.042
H 3.9252 -4.3701 -3.7916 0.368
H 2.8347 -5.5876 -3.1366 0.295
H 4.3899 -5.2903 -2.3567 0.374
H 2.5928 -5.0656 -0.3239 0.338
H 1.4220 -3.3837 1.0269 0.662
H 3.0779 -1.7491 1.5286 0.360
H 3.7851 -1.2562 3.7720 0.236
H 3.4529 -0.2480 5.9256 0.384
H 1.7875 0.0730 6.4056 0.315
H 2.7877 1.3773 5.7763 0.298
H 0.3644 1.1977 4.3377 0.270
H -3.2565 1.0265 2.4554 0.368
H -1.6108 1.3787 5.0067 0.277
H -3.3522 1.4772 4.8065 0.498
H -2.3273 2.7202 4.1002 0.357
H -1.6045 -0.9735 4.0387 0.359
H -2.4502 -1.3137 2.5189 -0.753
H -3.3790 -0.8746 3.9536 0.518
H -0.4073 2.9709 3.0880 0.882
H -1.8342 3.6383 0.4629 0.111
H -1.4659 4.7725 1.7666 0.554
H -2.6499 3.4812 2.0136 0.303
H 0.6860 2.9034 0.2422 -0.017
H 1.5825 2.6083 1.7425 0.294
H 0.9543 4.2254 1.3804 0.595
Se -0.5776 -2.7018 -2.8077 -0.238
Se -2.8560 -3.0782 -3.2303 -0.325
Se -3.5606 -0.8402 -3.0392 -0.123
Se -2.8078 0.1706 -4.9684 -0.640
C -1.2823 -3.7050 2.3595 -1.206
C -1.4257 -3.4439 0.8835 -0.275
N -1.2191 -4.4541 0.0368 -0.092
O -1.7700 -2.3241 0.5014 1.344
H -2.2671 -3.6237 2.8212 0.302
H -0.6523 -2.9224 2.7848 0.075
H -0.8585 -4.6858 2.5737 0.438
H -0.7731 -5.2875 0.3750 0.273
H -1.0681 -4.1886 -0.9418 -0.147
F -6.5756 -2.3247 0.8810 -0.271
C -5.2644 -2.1099 0.6759 0.662
F -4.9047 -2.7655 -0.4224 -0.189
F -4.6072 -2.6572 1.7152 -0.239
S -4.9463 -0.3010 0.5448 1.007
O -5.7995 0.1261 -0.5263 -0.685
O -5.2646 0.1819 1.8674 -0.779
O -3.5059 -0.2490 0.2480 0.686
Br -2.8768 6.4790 -2.3586 -0.304
C -2.4286 4.6354 -2.0729 -0.283
C -1.1120 4.2347 -2.1854 -0.651
C -0.8065 2.8970 -1.9446 0.104
C -1.7498 1.9218 -1.5922 1.293
C -3.0726 2.4014 -1.5502 -0.685
C -3.4264 3.7305 -1.7645 -0.751
H -0.3408 4.9487 -2.4498 0.443
H 0.2351 2.6091 -2.0474 -0.194
H -3.8887 1.7209 -1.3288 0.265
H -4.4595 4.0479 -1.7015 0.456

Entry 4:
10
Properties=species:S:1:pos:R:3:mulliken_charge:R:1 method="wB97M-V/def2-TZVPD" e_homo_ev=-9.0 de_lowest_kj_mol=125.7 total_charge=0
C 1.9097 0.3727 0.1296 -0.015
N 0.9320 1.1755 -0.1365 -0.476
C -0.2227 0.4211 -0.0826 0.562
C -1.5801 0.5786 -0.0756 -0.591
N -2.1253 -0.7609 0.0134 -0.205
N -1.2605 -1.5675 -0.0160 -0.406
N -0.0710 -0.8926 -0.1200 0.481
S 1.5427 -1.3752 -0.0431 0.002
H 3.0181 0.6547 0.0070 0.328
H -2.1428 1.3938 0.3238 0.319

Entry 5:
22
Properties=species:S:1:pos:R:3:mulliken_charge:R:1 method="wB97M-V/def2-TZVPD" e_homo_ev=-1.1 de_lowest_kj_mol=168.2 total_charge=-1
C -0.6243 -0.0205 -1.9605 -0.561
O -1.7629 -0.7980 -1.7707 -0.300
C -2.9881 -0.0090 -1.9594 -0.220
N -4.0834 -0.7942 -1.6540 -0.853
H 0.2132 -0.6733 -2.2293 0.254
H -0.3350 0.5345 -1.0532 0.034
H -0.7445 0.7202 -2.7664 0.295
H -2.8146 0.9179 -1.3279 0.127
H -2.8795 0.3774 -3.0198 0.159
H -4.9213 -0.2201 -1.7321 0.046
C 0.6780 1.0874 1.5469 -1.475
C 1.9676 0.7451 0.8388 0.847
O 2.3967 1.4126 -0.0867 -0.643
N 2.6434 -0.3627 1.2633 -0.175
C 2.2655 -1.2864 2.3059 -0.807
H 0.2628 1.9648 1.0615 0.320
H -0.0425 0.2723 1.4646 0.435
H 0.8467 1.2963 2.6050 0.442
H 3.4566 -0.5707 0.7064 0.216
H 3.0349 -1.3519 3.0794 0.274
H 2.0839 -2.2873 1.9084 0.279
H 1.3466 -0.9545 2.7799 0.304

Entry 6:
52
Properties=species:S:1:pos:R:3:mulliken_charge:R:1 method="wB97M-V/def2-TZVPD" e_homo_ev=-4.8 total_charge=-1
C -1.7632 -2.1617 3.7155 -1.026
C -0.7835 -2.6236 2.5031 -0.261
C 0.1748 -1.3483 2.1994 0.059
O 0.4472 -1.2134 0.7920 -0.512
Nb -0.3031 0.5084 -0.0891 -0.985
C -1.1931 2.3497 -1.0933 -0.745
C -2.6774 2.6100 -0.4917 0.778
C -3.3797 3.9137 -1.1636 -1.236
F -2.6913 2.8428 0.9275 -0.339
C -1.1169 -0.7116 -1.8293 -0.564
C -2.7447 -1.1096 -1.4585 0.158
C -3.1334 -2.7102 -1.7425 -0.455
O -2.9395 -2.0607 -0.3040 -0.332
P 0.6145 2.0736 1.7728 0.381
N -0.3579 2.2011 3.0507 -0.884
C 1.7427 0.7440 -1.0982 1.574
C 2.2493 -0.4364 -2.0148 -0.899
C 3.6788 -0.1628 -2.5850 -0.097
C 4.5294 1.0722 -2.3016 -0.296
N 4.0197 2.1276 -1.5057 -0.614
C 2.7269 1.9245 -0.9722 -0.289
H -2.4656 -3.0000 4.0292 0.350
H -1.0790 -1.8099 4.5753 0.291
H -2.3188 -1.2188 3.3690 0.221
H -0.1520 -3.4912 2.8921 0.305
H -1.3452 -2.9576 1.5717 0.152
H 1.1790 -1.5386 2.7184 0.114
H -0.3288 -0.4615 2.7001 -0.133
H -1.8310 0.2562 0.8732 0.144
H -0.5630 3.2755 -0.8676 0.421
H -1.3354 2.2334 -2.2206 0.346
H -3.3930 1.7407 -0.6951 -0.097
H -3.7753 3.6588 -2.2002 0.299
H -2.5967 4.7484 -1.1963 0.303
H -4.2759 4.2079 -0.5045 0.342
H -0.5980 -1.7179 -1.9976 0.231
H -1.1950 -0.0878 -2.7988 0.309
H -3.5815 -0.2898 -1.6978 0.190
H -4.2354 -3.0104 -1.7989 0.229
H -2.2593 -3.3776 -2.0150 0.224
H 1.9108 1.5179 2.1129 0.012
H 0.8584 3.3934 1.2269 0.007
H -1.1746 1.6108 2.8287 0.281
H 1.6366 -1.3688 -2.2201 0.306
H 4.1443 -0.9609 -3.2674 0.276
H 5.5884 1.1999 -2.7252 0.317
H 2.3626 2.8039 -0.3226 0.153
C 4.7499 -2.6098 0.3770 -0.019
Cl 4.4269 -4.3468 0.2341 -0.167
Cl 6.3004 -2.2034 -0.3776 -0.158
Cl 3.4372 -1.6656 -0.3498 0.065
H 4.8091 -2.3597 1.4347 0.270